Record 1
{
  "formula": "C28H28CoN9OS2Si",
  "method": "ωB97M-V/def2-TZVPD",
  "species": ["Co", "N", "C", "N", "C", "N", "C", "C", "N", "C", "C", "N", "H", "H", "H", "H", "H", "S", "C", "C", "C", "C", "N", "C", "C", "C", "S", "C", "N", "H", "H", "C", "N", "N", "C", "O", "C", "C", "C", "C", "C", "C", "C", "C", "C", "H", "H", "H", "H", "H", "H", "H", "H", "H", "H", "H", "H", "C", "Si", "C", "C", "H", "H", "H", "H", "H", "H", "H", "H", "H"],
  "xyz": [[0.677, -1.564, 0.315], [3.195, 2.012, 0.921], [1.944, 1.569, 1.100], [1.801, 0.417, 0.482], [3.027, 0.208, -0.070], [3.906, 1.157, 0.158], [3.289, -1.044, -0.763], [4.447, -1.293, -1.489], [4.663, -2.454, -2.089], [3.703, -3.370, -1.965], [2.539, -3.142, -1.254], [2.331, -1.972, -0.638], [3.566, 2.924, 1.121], [1.195, 2.088, 1.675], [5.203, -0.523, -1.577], [3.863, -4.325, -2.450], [1.758, -3.886, -1.169], [-1.189, -1.234, 1.473], [-2.454, -1.364, 0.280], [-3.780, -1.136, 0.655], [-4.826, -1.199, -0.256], [-6.165, -0.933, 0.181], [-7.232, -0.713, 0.549], [-4.546, -1.519, -1.597], [-3.230, -1.763, -1.972], [-2.169, -1.689, -1.069], [-0.536, -2.003, -1.587], [-5.581, -1.587, -2.585], [-6.394, -1.642, -3.397], [-3.996, -0.901, 1.690], [-3.015, -2.021, -3.003], [-2.588, 2.167, -2.037], [-1.165, 1.946, -1.881], [-0.453, 2.956, -1.229], [0.893, 2.958, -1.732], [1.797, 3.610, -1.251], [0.855, 2.031, -2.835], [-0.386, 1.481, -2.904], [-0.950, 0.574, -3.940], [-0.706, 3.158, 0.148], [-1.284, 2.154, 0.920], [-1.415, 2.334, 2.286], [-0.982, 3.514, 2.878], [-0.428, 4.519, 2.097], [-0.291, 4.352, 0.725], [-3.034, 2.383, -1.068], [-3.058, 1.265, -2.420], [-2.807, 3.000, -2.716], [1.695, 1.787, -3.467], [-0.155, 0.032, -4.445], [-1.490, 1.175, -4.676], [-1.621, -0.168, -3.511], [-1.543, 1.205, 0.473], [-1.817, 1.526, 2.885], [-1.075, 3.648, 3.949], [-0.096, 5.441, 2.559], [0.159, 5.113, 0.104], [1.358, -0.978, 3.771], [1.627, -2.177, 2.319], [1.027, -3.869, 2.928], [3.530, -2.328, 2.258], [1.762, -1.417, 4.691], [0.301, -0.758, 3.931], [1.874, -0.027, 3.607], [1.535, -4.158, 3.854], [1.199, -4.656, 2.188], [-0.047, -3.822, 3.116], [3.922, -2.611, 3.239], [4.001, -1.377, 1.984], [3.859, -3.081, 1.533]],
  "multiplicity": 2,
  "e_above_lowest_ev": 0.0000,
  "total_charge": -1,
  "lumo_energy_ev": [2.04, 2.06]
}

=====

Record 2
{
  "formula": "C19H20N4O8P2S5Ta",
  "method": "ωB97M-V/def2-TZVPD",
  "species": ["Ta", "S", "C", "S", "C", "C", "S", "S", "S", "C", "C", "O", "P", "O", "O", "O", "P", "O", "O", "O", "H", "H", "H", "H", "H", "H", "H", "O", "C", "C", "C", "C", "C", "C", "C", "N", "C", "C", "N", "H", "H", "H", "H", "H", "H", "H", "N", "C", "C", "C", "C", "C", "N", "H", "H", "H", "H", "H", "H"],
  "xyz": [[-0.276, -0.514, -0.180], [-2.157, -7.448, -2.332], [-1.759, -5.940, -1.903], [-0.165, -5.486, -1.346], [-0.509, -3.798, -1.095], [-1.754, -3.390, -1.374], [-2.210, -1.738, -1.158], [-2.872, -4.593, -1.957], [0.704, -2.702, -0.553], [-3.546, 0.735, 3.849], [-2.203, 0.439, 3.206], [-1.155, 0.538, 4.175], [-2.071, -1.273, 2.596], [-3.411, -1.726, 1.939], [-1.965, -2.184, 3.867], [-0.884, -1.424, 1.672], [-1.766, 1.482, 1.746], [-2.733, 2.732, 1.670], [-2.011, 0.589, 0.519], [-0.356, 1.912, 1.939], [-3.711, 0.065, 4.693], [-4.361, 0.594, 3.139], [-3.548, 1.761, 4.215], [-0.412, 0.993, 3.738], [-3.330, -1.864, 0.973], [-1.279, -1.902, 4.490], [-3.635, 2.556, 1.376], [1.271, -0.298, 0.958], [2.600, -0.177, 1.042], [3.230, -0.283, 2.277], [4.593, -0.112, 2.385], [5.358, 0.163, 1.251], [4.740, 0.238, 0.020], [3.361, 0.063, -0.102], [2.707, 0.031, -1.404], [1.410, -0.143, -1.645], [1.254, -0.226, -3.016], [2.459, -0.070, -3.608], [3.359, 0.093, -2.582], [2.616, -0.492, 3.144], [5.071, -0.189, 3.352], [6.426, 0.305, 1.332], [5.348, 0.438, -0.854], [0.299, -0.405, -3.476], [2.749, -0.072, -4.643], [4.352, 0.210, -2.685], [0.799, 2.573, -0.556], [-0.131, 2.414, -1.548], [-0.323, 3.433, -2.495], [-1.239, 3.279, -3.498], [-1.983, 2.099, -3.554], [-1.738, 1.132, -2.621], [-0.804, 1.246, -1.643], [1.221, 3.489, -0.548], [0.522, 2.301, 0.392], [0.251, 4.345, -2.394], [-1.393, 4.067, -4.223], [-2.731, 1.933, -4.315], [-2.281, 0.201, -2.650]],
  "e_above_lowest_ev": 0.3226,
  "total_charge": 1,
  "lumo_energy_ev": -3.70
}

=====

Record 3
{
  "formula": "C16H14N2O",
  "method": "ωB97M-V/def2-TZVPD",
  "species": ["C", "C", "C", "C", "C", "C", "C", "C", "C", "C", "C", "N", "C", "N", "C", "C", "C", "O", "C", "H", "H", "H", "H", "H", "H", "H", "H", "H", "H", "H", "H", "H", "H"],
  "xyz": [[2.597, -2.029, -2.557], [1.103, -1.705, -2.596], [0.691, -0.850, -1.377], [0.375, 0.491, -1.525], [-0.084, 1.249, -0.421], [-0.276, 0.617, 0.855], [-0.759, 1.295, 2.092], [-1.334, 2.565, 1.988], [-1.791, 3.239, 3.148], [-1.703, 2.529, 4.338], [-2.258, 3.055, 5.539], [-2.732, 3.579, 6.480], [-1.068, 1.265, 4.374], [-0.641, 0.665, 3.258], [0.119, -0.740, 0.947], [0.580, -1.454, -0.128], [0.558, -1.203, -3.978], [-0.154, -2.427, -4.162], [0.250, -2.929, -2.887], [3.136, -1.134, -2.352], [2.798, -2.729, -1.749], [2.948, -2.457, -3.551], [0.487, 0.960, -2.492], [-0.230, 2.308, -0.549], [-1.410, 3.061, 1.006], [-2.297, 4.199, 3.063], [-1.095, 0.722, 5.288], [0.045, -1.275, 1.905], [0.757, -2.519, -0.050], [-0.124, -0.387, -3.963], [1.301, -0.993, -4.776], [0.794, -3.896, -3.003], [-0.586, -3.070, -2.167]],
  "e_above_lowest_ev": 2.1862,
  "total_charge": 0,
  "lumo_energy_ev": -0.43
}

=====

Record 4
{
  "formula": "C5H11NO",
  "method": "ωB97M-V/def2-TZVPD",
  "species": ["C", "C", "N", "C", "C", "C", "O", "H", "H", "H", "H", "H", "H", "H", "H", "H", "H", "H"],
  "xyz": [[1.597, 1.108, 1.747], [0.300, 0.626, 1.199], [0.274, -0.034, -0.141], [1.137, 0.536, -1.247], [-0.933, -0.515, -0.679], [-1.695, -1.126, 0.518], [-1.086, -0.834, -1.862], [2.100, 0.239, 2.267], [2.391, 1.303, 1.039], [1.448, 1.913, 2.452], [-0.315, 1.477, 1.157], [-0.153, -0.020, 1.949], [1.469, -0.318, -1.870], [2.214, 0.767, -0.967], [0.816, 1.478, -1.839], [-2.021, -0.295, 1.229], [-2.582, -1.628, 0.214], [-1.034, -1.781, 1.026]],
  "e_above_lowest_ev": 1.8945,
  "total_charge": 0,
  "lumo_energy_ev": 0.77
}

=====

Record 5
{
  "formula": "C13H13KN6S3",
  "method": "ωB97M-V/def2-TZVPD",
  "species": ["K", "C", "C", "N", "N", "C", "N", "S", "C", "C", "C", "C", "C", "N", "H", "H", "H", "H", "H", "H", "H", "H", "H", "H", "S", "C", "S", "C", "C", "N", "C", "N", "C", "H", "H", "H"],
  "xyz": [[-0.536, -1.093, 0.860], [0.801, 3.397, 0.450], [0.763, 2.091, 1.199], [-0.318, 1.614, 1.698], [-1.431, 2.390, 1.511], [-2.563, 1.838, 1.891], [-3.651, 2.691, 1.714], [-2.919, 0.290, 2.544], [2.010, 1.286, 1.348], [3.263, 1.855, 1.135], [4.395, 1.057, 1.207], [4.255, -0.286, 1.491], [2.970, -0.769, 1.719], [1.881, -0.011, 1.661], [-0.073, 3.454, -0.198], [1.699, 3.495, -0.156], [0.731, 4.244, 1.138], [-1.935, 1.574, -0.930], [-3.477, 3.410, 1.026], [-4.522, 2.196, 1.615], [3.357, 2.906, 0.899], [5.372, 1.482, 1.010], [5.090, -0.973, 1.495], [2.810, -1.827, 1.905], [1.268, -3.591, 0.210], [1.831, -2.474, -0.979], [0.763, -1.527, -1.943], [3.229, -2.318, -1.153], [3.801, -1.398, -2.072], [4.349, -0.676, -2.793], [4.184, -3.014, -0.367], [5.028, -3.528, 0.238], [-2.056, 1.248, -1.957], [-2.882, 1.791, -2.419], [-2.264, 0.180, -1.964], [-1.137, 1.418, -2.515]],
  "e_above_lowest_ev": 0.0000,
  "total_charge": -2,
  "lumo_energy_ev": 4.43
}

=====

| no. | electronic energy (hartree) |
| --- | --- |
| 1 | -4120.63113 |
| 2 | -4287.88675 |
| 3 | -802.79746 |
| 4 | -327.06172 |
| 5 | -2626.33170 |